i:
DFT (ωB97M-V/def2-TZVPD) results for a single C4H6SSi molecule.

Geometry as XYZ:
```
12
Properties=species:S:1:pos:R:3:nbo_charge:R:1
C -1.981 0.784 -0.040 -0.3577
C -0.827 1.349 -0.209 -0.0509
C -2.098 -0.647 0.100 -0.5434
C 0.560 -0.477 -0.018 -0.8885
Si 2.407 -0.521 0.077 0.9144
S -0.599 -1.539 0.206 0.7065
H -2.938 1.292 -0.215 0.2635
H -0.382 2.338 -0.299 0.2208
H -3.013 -1.167 0.369 0.2372
H 2.976 -1.602 -0.941 -0.1516
H 3.091 -0.571 1.275 -0.1741
H 2.802 0.760 -0.307 -0.1761
```

Results
LUMO level in hartree: -0.004
Kohn-Sham gap in eV: 7.612

ii:
DFT (ωB97M-V/def2-TZVPD) results for a single C4H6SSi molecule.

Geometry as XYZ:
```
12
Properties=species:S:1:pos:R:3:nbo_charge:R:1
Si -1.943 0.262 -0.270 0.9029
C -0.063 0.085 -0.186 -0.4832
C 0.610 -0.567 0.949 -0.2449
C 1.930 -0.618 0.836 -0.4298
S 2.490 0.093 -0.629 0.4646
C 0.912 0.480 -1.113 -0.4233
H -2.106 1.845 -0.366 -0.1564
H -2.502 -0.417 0.796 -0.1706
H -2.520 -0.155 -1.489 -0.1742
H 0.202 -0.762 1.964 0.2239
H 2.409 -1.099 1.625 0.2401
H 0.580 0.853 -2.117 0.2509
```

Results
LUMO level in hartree: 0.033
Structure (SMILES): [SiH3]c1ccsc1
Kohn-Sham gap in eV: 9.898

Stability verdict: ii, ahead by 4.321 eV

i:
DFT (ωB97M-V/def2-TZVPD) results for 2 unconnected molecules or ions with the total composition C10H14N3.

Geometry as XYZ:
```
27
Properties=species:S:1:pos:R:3:nbo_charge:R:1
C 0.606 4.440 -1.860 -0.3286
C 1.949 4.736 -1.756 -0.0502
C 0.334 3.398 -0.914 -0.0634
C 1.341 0.465 0.705 0.0277
C 1.362 -0.380 -0.294 -0.4040
C 0.159 0.595 1.596 -0.3331
C 0.264 -1.242 -0.114 0.6273
C -0.640 -0.130 2.327 -0.3007
C -2.163 -3.217 0.808 -0.6211
C -1.294 -3.276 -0.426 -0.2377
N 2.396 4.024 -0.700 -0.3453
N 1.426 3.262 -0.167 -0.3206
N -0.231 -2.296 -0.041 -0.2437
H -0.077 4.728 -2.699 0.2406
H 2.592 5.313 -2.477 0.2465
H -0.575 2.937 -0.671 0.2100
H 2.086 1.261 0.875 0.2725
H 2.151 -0.365 -0.974 0.2844
H 0.360 1.574 1.904 0.2464
H -0.960 -1.313 2.517 0.2246
H -1.263 0.424 2.991 0.2200
H -1.736 -3.551 1.780 0.2380
H -2.804 -2.209 0.873 0.2292
H -2.854 -3.975 0.586 0.2337
H -1.947 -3.005 -1.274 0.2540
H -0.931 -4.314 -0.513 0.2591
H 3.319 4.126 -0.091 0.4344
```

Results
LUMO level in hartree: -0.163
Total charge: +1
Kohn-Sham gap in eV: 7.598

ii:
DFT (ωB97M-V/def2-TZVPD) results for a gas-phase ion, C10H14N3 (charge +1).

Geometry as XYZ:
```
27
Properties=species:S:1:pos:R:3:nbo_charge:R:1
C 1.978 -1.161 1.606 -0.6193
C 0.836 -1.068 0.614 0.1416
C 1.245 -1.694 -0.748 -0.6553
C -0.310 -1.851 1.358 -0.6131
N 0.313 0.355 0.443 -0.3144
C 0.897 1.466 0.959 0.0135
C 0.288 2.596 0.503 -0.0775
N -0.625 2.114 -0.431 -0.1001
N -1.400 2.921 -1.226 -0.1649
C -2.229 2.374 -2.005 0.0521
C -2.417 0.958 -2.065 -0.1659
C -1.635 0.173 -1.219 -0.1906
C -0.730 0.777 -0.417 0.3374
H 1.630 -0.694 2.619 0.2151
H 2.040 -2.174 1.767 0.2378
H 2.965 -0.709 1.289 0.2364
H 1.734 -2.699 -0.586 0.2526
H 0.415 -1.760 -1.525 0.2207
H 2.124 -1.205 -1.364 0.2447
H -0.078 -1.750 2.373 0.2241
H -1.285 -1.389 1.189 0.2099
H -0.410 -2.884 1.020 0.2377
H 1.499 1.323 1.845 0.2575
H 0.609 3.620 0.614 0.2750
H -2.899 2.879 -2.698 0.2422
H -2.939 0.419 -2.761 0.2445
H -1.615 -0.936 -1.155 0.2583
```

Results
LUMO level in hartree: -0.161
Total charge: +1
Structure (SMILES): CC(C)(C)[n+]1ccn2ncccc21
Kohn-Sham gap in eV: 8.789

Stability verdict: ii, ahead by 4.123 eV

i:
DFT (ωB97M-V/def2-TZVPD) results for a single C3H6 molecule.

Geometry as XYZ:
```
9
Properties=species:S:1:pos:R:3:nbo_charge:R:1
C -0.264 -0.382 -1.196 -0.4107
C -0.569 0.007 0.002 -0.1562
C 0.487 0.300 0.976 -0.6421
H -0.864 -0.939 -1.835 0.1930
H 0.718 -0.223 -1.634 0.1776
H -1.645 0.122 0.263 0.1948
H 1.349 -0.125 0.435 0.2156
H 0.512 1.403 1.130 0.2122
H 0.275 -0.163 1.858 0.2158
```

Results
LUMO level in hartree: 0.051
Structure (SMILES): C=CC
Kohn-Sham gap in eV: 10.762

ii:
DFT (ωB97M-V/def2-TZVPD) results for a single C3H6 molecule.

Geometry as XYZ:
```
9
Properties=species:S:1:pos:R:3:nbo_charge:R:1
C 0.753 0.708 -0.762 -0.4042
C -0.196 0.450 0.124 -0.1728
C -0.475 -0.974 0.576 -0.6652
H 1.133 1.692 -1.015 0.1961
H 1.368 -0.064 -1.227 0.1817
H -0.853 1.258 0.430 0.1982
H -0.964 -1.518 -0.251 0.2188
H 0.454 -1.467 0.805 0.2264
H -1.321 -0.976 1.260 0.2210
```

Results
LUMO level in hartree: 0.049
Structure (SMILES): C=CC
Kohn-Sham gap in eV: 10.858

Stability verdict: ii, ahead by 0.354 eV